[1]
Entry from the Open Molecules 2025 dataset: a structure of composition C34H75BO32P6Zr in a non-equilibrium geometry (the ωB97M-V functional and the def2-TZVPD basis).

Structure (XYZ):
```
149
Properties=species:S:1:pos:R:3:forces:R:3
Zr -26.241368 13.237209 6.376153 -0.309 0.250 -0.107
O -27.961848 9.562075 4.001943 -0.152 0.147 0.161
C -26.812150 9.235474 3.911532 0.154 -0.032 -0.329
O -26.363306 8.122408 3.377934 0.157 -0.204 0.171
B -24.878407 8.087754 3.427339 0.126 0.149 -0.836
O -24.502629 9.397635 4.015217 0.051 -0.062 0.325
C -25.575615 10.088451 4.310985 -0.263 -0.386 -0.084
O -25.623938 11.191691 4.769036 0.320 0.381 0.020
O -24.305905 8.015688 2.055700 -0.158 0.121 0.116
C -23.545269 6.940009 1.939924 -0.420 -0.482 0.354
O -22.923027 6.590274 0.987783 0.209 0.045 -0.356
C -23.616259 6.176259 3.297803 0.574 0.899 0.290
O -24.352828 6.931244 4.121409 -0.302 -0.094 0.220
O -23.004829 5.207035 3.615260 -0.168 -0.368 -0.170
P -24.386636 13.603995 8.035563 -3.840 0.045 -1.690
O -25.079118 14.780602 7.185172 1.396 1.465 0.527
O -25.854026 13.070465 8.414555 0.008 -0.639 1.602
O -23.401120 13.844570 9.058905 1.491 0.194 0.830
O -24.269100 12.642262 6.792125 1.601 -0.874 0.209
C -25.423639 8.093292 9.108808 -1.050 -0.337 -0.106
C -25.395120 8.817094 7.771976 0.492 -0.176 0.833
O -26.727561 8.894062 7.226317 0.204 -0.647 -0.197
P -27.672187 10.106181 7.457295 -0.023 -0.460 -0.002
O -27.108559 11.338493 6.917185 -0.220 0.187 -0.098
O -28.984488 9.670810 6.744209 -0.607 0.150 0.511
C -29.928612 8.762875 7.384234 0.147 -0.063 -1.024
C -31.235473 8.843285 6.595202 -0.107 -0.511 0.536
O -28.036452 10.138329 8.982102 0.010 0.149 0.190
C -27.407891 11.054483 9.913217 0.223 0.507 0.418
C -28.059687 10.893179 11.255468 -0.403 -0.599 0.598
H -26.039461 7.198507 8.964572 0.302 -0.146 0.045
H -24.438101 7.796182 9.454725 0.100 0.131 -0.051
H -25.955205 8.649586 9.882728 0.293 0.212 0.013
H -24.964122 9.814225 7.885970 0.007 0.055 -0.380
H -24.816459 8.203096 7.087419 0.007 0.298 -0.318
H -29.474756 7.779538 7.265943 -0.144 -0.126 0.362
H -30.068125 9.008514 8.432296 0.192 0.151 0.031
H -31.271229 9.754314 6.004864 0.082 -0.115 -0.047
H -31.360291 7.953961 5.979422 0.115 0.221 -0.350
H -32.090248 8.825633 7.276218 0.032 0.183 0.018
H -26.334295 10.885419 10.001442 -0.029 -0.315 -0.321
H -27.497186 12.069308 9.537570 -0.014 -0.021 -0.106
H -29.045242 11.359126 11.302314 0.118 0.124 -0.024
H -28.214277 9.844262 11.533354 0.091 -0.043 -0.333
H -27.423559 11.268659 12.058074 -0.022 0.397 -0.177
C -28.919184 15.781711 0.971704 0.194 0.155 -0.279
C -29.502603 14.650202 1.769779 -0.080 0.573 1.301
O -28.574551 14.363368 2.862560 -0.397 -0.260 -0.544
P -28.553023 12.902993 3.481532 0.683 0.464 -0.039
O -27.668086 12.939305 4.636292 -0.183 -0.023 0.721
O -30.050575 12.536607 3.742129 0.103 -0.283 -0.376
C -30.665556 11.281315 3.373071 -1.409 -0.588 0.066
C -30.852448 11.040118 1.894618 0.337 0.221 -0.439
O -28.051288 11.970900 2.336559 -0.244 0.088 -0.587
C -26.862583 12.340480 1.598115 0.757 -0.983 -0.136
C -26.658869 11.314973 0.491839 -0.330 0.270 0.191
H -29.678196 16.198715 0.308459 0.063 -0.041 -0.092
H -28.560393 16.580899 1.622838 -0.149 -0.098 0.118
H -28.053867 15.472637 0.381890 -0.150 -0.119 -0.068
H -30.393366 14.969490 2.318188 -0.244 0.034 -0.462
H -29.765215 13.772402 1.179932 0.307 -0.124 -0.004
H -30.211499 10.420917 3.858493 0.569 0.296 0.085
H -31.686212 11.358543 3.755314 0.222 0.143 0.346
H -31.564286 11.740550 1.452121 0.095 0.114 0.046
H -29.907173 11.090340 1.361219 -0.057 -0.075 -0.102
H -31.264914 10.042601 1.743395 0.026 -0.058 0.152
H -26.912269 13.356852 1.207358 -0.339 0.067 0.121
H -26.000722 12.244736 2.262895 -0.147 0.416 0.169
H -27.590606 11.075751 -0.021864 -0.043 0.083 0.017
H -25.968829 11.732863 -0.240222 0.135 -0.234 0.030
H -26.264357 10.401870 0.933518 0.097 -0.104 -0.239
C -28.447225 17.985370 9.021191 -0.243 -0.697 0.432
C -27.405138 17.373360 8.116849 -0.162 0.298 0.143
O -27.873346 17.536097 6.739344 -0.125 0.239 0.188
P -27.076373 16.737360 5.647533 0.664 0.548 0.060
O -27.128640 15.302211 5.801422 -0.676 -1.114 -0.281
O -27.640356 17.286423 4.280472 -0.405 0.258 0.216
C -28.833171 18.078791 4.184115 -0.406 0.219 -0.213
C -28.593592 19.564128 4.360714 -0.319 0.248 -0.646
O -25.594220 17.245806 5.693848 -0.090 0.096 0.248
C -25.304364 18.633762 5.605007 0.649 1.045 -0.934
C -23.872489 18.872001 6.045901 -0.062 -0.447 -0.288
H -28.808508 18.955566 8.689110 0.136 0.049 -0.115
H -29.291543 17.295527 9.117328 -0.119 0.189 -0.169
H -28.045668 18.078016 10.032237 0.111 0.122 -0.075
H -26.450840 17.890148 8.229128 0.042 -0.081 -0.203
H -27.256708 16.310362 8.312370 0.094 0.006 -0.001
H -29.219245 17.938462 3.174716 0.212 -0.282 -0.016
H -29.595318 17.703589 4.860719 -0.005 -0.069 0.188
H -28.719578 19.965587 5.362009 0.336 -0.254 0.174
H -27.630004 19.822973 3.920009 0.080 0.075 0.263
H -29.333002 20.072043 3.732967 -0.011 0.062 0.126
H -25.416399 18.945593 4.557505 0.080 -0.212 -0.018
H -25.984495 19.305272 6.139738 -0.226 -0.555 0.378
H -23.221822 18.121207 5.593659 -0.201 0.000 0.131
H -23.516481 19.826846 5.660455 -0.119 0.194 0.329
H -23.787442 18.793642 7.127755 0.151 0.157 0.017
C -25.330331 16.256743 1.010341 1.035 0.145 0.613
C -25.437207 15.903074 2.491676 -0.210 0.145 -0.212
O -24.120443 15.588576 3.016154 -0.349 0.358 0.035
P -23.943864 14.266902 3.853783 0.269 -0.835 -0.007
O -25.083962 13.919241 4.700495 -0.425 0.567 -0.834
O -23.784940 13.117219 2.805285 0.231 -0.286 -0.301
C -22.704409 13.116082 1.860042 0.164 0.678 -0.730
C -23.201926 12.524868 0.557630 0.726 -0.715 0.147
O -22.546016 14.398607 4.502991 -0.045 0.147 0.029
C -22.293720 15.232029 5.660402 0.788 0.660 0.353
C -21.402062 16.382963 5.242504 0.184 0.466 -0.681
H -26.014918 17.064583 0.763840 -0.285 -0.306 -0.280
H -24.323926 16.660663 0.857585 -0.088 0.089 -0.018
H -25.383263 15.382183 0.365281 -0.399 0.051 -0.121
H -25.816929 16.752931 3.057918 0.219 -0.092 -0.081
H -26.127987 15.073702 2.666031 0.110 0.042 0.066
H -22.376208 14.143301 1.657429 -0.058 -0.015 0.272
H -21.854567 12.583302 2.281113 -0.120 -0.203 0.041
H -23.996028 13.119063 0.110931 -0.236 -0.142 0.172
H -22.396865 12.469971 -0.180420 0.114 0.246 0.138
H -23.458878 11.476426 0.731524 -0.535 0.173 -0.119
H -23.199936 15.600957 6.137191 -0.342 -0.344 -0.174
H -21.762042 14.602047 6.369284 -0.188 -0.129 0.047
H -21.870740 17.043266 4.501790 -0.167 -0.327 -0.030
H -21.144291 17.055031 6.063054 0.028 -0.364 0.260
H -20.482981 16.030486 4.769057 0.026 -0.088 0.201
C -32.378144 15.692828 6.294810 0.564 0.454 -1.333
C -30.886594 15.447683 6.491623 0.419 -0.011 1.148
O -30.684629 14.800463 7.789407 -0.195 0.110 -0.168
P -29.820916 13.493793 7.900626 -0.636 -0.412 0.043
O -28.472304 13.574078 7.373992 0.574 0.197 -0.261
O -29.966248 13.118924 9.417410 -0.622 0.215 -0.111
C -30.253027 14.041567 10.466184 1.066 0.618 1.712
C -31.180898 13.464916 11.517627 -0.509 -0.412 -0.584
O -30.663764 12.368271 7.174429 0.361 0.151 -0.146
C -32.004786 12.147745 7.547838 -1.389 -1.309 1.294
C -32.915656 12.008600 6.364658 -0.004 1.112 -0.943
H -32.597089 16.758040 6.365165 -0.161 -0.067 0.351
H -32.584703 15.436306 5.250025 -0.316 -0.072 0.142
H -33.034102 15.112024 6.931900 0.166 -0.068 0.200
H -30.404407 14.878725 5.693391 -0.203 -0.258 0.098
H -30.290547 16.345894 6.629839 -0.247 0.369 -0.432
H -29.291983 14.246436 10.954236 0.002 -0.120 -0.117
H -30.614055 15.027982 10.176444 -0.130 -0.276 -0.753
H -31.002221 12.397245 11.651719 0.125 0.085 0.136
H -31.046043 13.981236 12.464629 0.091 0.022 0.030
H -32.228894 13.575868 11.225982 0.030 -0.020 -0.002
H -32.110471 11.229525 8.151348 0.709 -0.175 -0.408
H -32.424993 12.833958 8.294971 0.453 0.754 -0.510
H -33.933209 11.793862 6.686370 0.039 -0.267 0.019
H -32.967817 12.950111 5.798868 -0.003 -0.011 0.209
H -32.562765 11.297355 5.619921 -0.109 -0.316 0.403
```
Forces are in eV/Å.

calculated total energy: -5869.35279 Ha

=====

[2]
Entry from the Open Molecules 2025 dataset: a cluster of 2 separate species, C5H13NO4P in total in a non-equilibrium geometry (the ωB97M-V functional and the def2-TZVPD basis).

Structure (XYZ):
```
24
Properties=species:S:1:pos:R:3:forces:R:3
C 3.232127 0.225306 0.312716 -0.012 -3.906 0.865
C 1.351742 -0.054258 -1.269876 0.706 1.661 -1.021
C 1.810959 -0.236206 0.163947 -2.565 0.858 -0.043
C 0.959004 0.719669 1.100754 1.211 -0.468 -3.321
C -1.420698 -0.924331 0.417196 0.298 -0.455 3.143
N -1.672428 -2.248246 -0.207970 -2.209 0.272 -2.849
O -1.909806 1.615255 -0.626691 -0.529 -0.564 0.025
O -3.398495 1.088841 1.290584 0.840 -1.268 0.160
O -3.668681 -0.073301 -0.920486 -1.213 -0.908 -0.779
O 0.668797 1.851527 0.798027 -0.010 0.166 0.277
P -2.648631 0.235457 0.085914 3.001 2.606 -0.550
H 3.878761 -0.361953 -0.352735 0.095 0.563 0.090
H 3.208053 1.224697 0.181858 0.473 3.357 -1.050
H 3.535447 0.068157 1.332395 0.539 -0.209 0.597
H 1.169354 1.072184 -1.444695 1.044 -1.476 -0.133
H 2.126323 -0.533925 -1.979990 -1.402 0.934 0.779
H 0.335318 -0.378713 -1.408651 -0.274 -0.885 -0.062
H 1.487494 -1.246080 0.447936 0.833 0.023 0.343
H 0.822521 0.308136 2.041032 -0.691 -0.646 2.455
H -1.157161 -1.070164 1.586116 -0.860 0.441 -2.505
H -0.993846 -2.421667 -0.961795 0.371 0.212 0.572
H -2.538059 -2.116806 -0.914519 1.852 -0.329 2.385
H -4.121416 1.266938 0.691183 -1.221 0.767 0.154
H -1.056684 1.989486 -0.362253 -0.277 -0.747 0.469
```
Forces are in eV/Å.

total charge: -1
relative energy (zero: lowest compared OMol25 entry of this formula, charge and spin): 60.6 kcal per mole

=====

[3]
Entry from the Open Molecules 2025 dataset: a structure of composition CrIO4V2 in a non-equilibrium geometry (the ωB97M-V functional and the def2-TZVPD basis).

Structure (XYZ):
```
8
Properties=species:S:1:pos:R:3:forces:R:3
O 0.394780 0.532926 -3.650624 2.705 -1.095 2.971
V 1.249470 -0.161534 -2.462194 1.378 2.135 -1.417
O 2.686300 0.481216 -2.066534 -3.868 -0.967 -1.576
O -2.125240 1.365156 2.302106 2.905 -1.571 0.491
V -0.923620 0.298006 2.384896 -1.279 1.606 0.361
O 0.406250 0.785346 3.046726 -1.464 0.406 -0.445
Cr -1.296030 -2.926204 0.627296 -0.048 -0.215 -0.189
I -0.391910 -0.374914 -0.181674 -0.328 -0.299 -0.197
```
Forces are in eV/Å.

calculated total energy: -3530.30932 Ha
total charge: +2
spin multiplicity: 6

=====

[4]
Entry from the Open Molecules 2025 dataset: an isolated molecule of C2H6Cl2OSi in a non-equilibrium geometry (the ωB97M-V functional and the def2-TZVPD basis).

Structure (XYZ):
```
12
Properties=species:S:1:pos:R:3:forces:R:3
C 0.248932 -1.428152 1.794933 -2.333 -0.201 -2.028
C 0.174024 1.731677 -1.354833 2.017 -3.390 -3.063
O 0.372314 -0.315780 0.892181 -0.289 0.623 -0.859
Si 0.048130 -0.132446 -0.705377 -1.306 0.803 -0.272
Cl -0.599293 2.852639 -0.100483 -1.981 3.149 3.569
Cl -2.037425 -0.625816 -1.056089 1.432 0.308 0.319
H 1.133704 -2.019742 1.612753 -0.185 -0.719 0.455
H -0.802405 -1.940572 1.668178 2.233 0.462 -0.210
H 0.166339 -1.000439 2.746732 0.495 0.439 1.547
H -0.602371 1.724846 -2.111840 -0.468 -0.454 -0.119
H 1.076013 2.158779 -1.818518 0.123 -0.601 0.682
H 0.822039 -1.004993 -1.567639 0.261 -0.418 -0.020
```
Forces are in eV/Å.

relative energy (zero: lowest compared OMol25 entry of this formula, charge and spin): 21.2 kcal per mole
spin multiplicity: 3